{"formula": "C37H48GeN9O5STeTl", "method": "the ωB97M-V functional and the def2-TZVPD basis", "elements": ["Tl", "N", "N", "C", "N", "N", "N", "O", "O", "H", "H", "H", "H", "H", "N", "C", "C", "C", "C", "C", "C", "N", "C", "C", "C", "C", "N", "C", "C", "H", "H", "H", "H", "H", "H", "H", "H", "H", "C", "C", "C", "C", "C", "C", "Te", "C", "C", "C", "H", "H", "H", "H", "H", "H", "H", "H", "H", "H", "H", "O", "S", "O", "N", "C", "O", "C", "C", "C", "C", "C", "C", "H", "H", "H", "H", "C", "C", "C", "C", "Ge", "C", "C", "C", "C", "H", "H", "H", "H", "H", "H", "H", "H", "H", "H", "H", "H", "H", "H", "H", "H", "H", "H", "H"], "coordinates": [[0.602, 1.733, 1.152], [0.535, 3.979, 2.732], [0.571, 3.593, 4.082], [0.327, 2.313, 4.434], [0.163, 2.043, 5.719], [0.313, 1.428, 3.430], [-0.257, 0.193, 3.588], [-0.333, -0.436, 2.543], [-0.656, -0.200, 4.661], [1.191, 4.740, 2.597], [-0.403, 4.287, 2.472], [0.487, 4.312, 4.787], [0.182, 2.775, 6.410], [-0.102, 1.106, 5.984], [6.999, -2.513, 2.059], [7.694, -3.702, 2.015], [9.041, -4.009, 2.191], [9.385, -5.338, 2.064], [8.429, -6.330, 1.773], [7.101, -6.020, 1.600], [6.730, -4.678, 1.724], [5.487, -4.093, 1.599], [5.688, -2.818, 1.806], [4.610, -1.836, 1.744], [4.804, -0.463, 1.889], [3.716, 0.381, 1.777], [2.474, -0.046, 1.539], [2.287, -1.367, 1.419], [3.308, -2.286, 1.510], [7.387, -1.611, 2.269], [9.781, -3.254, 2.416], [10.418, -5.629, 2.190], [8.755, -7.357, 1.687], [6.361, -6.777, 1.380], [5.778, -0.037, 2.082], [3.853, 1.453, 1.878], [1.270, -1.694, 1.245], [3.122, -3.344, 1.402], [-8.442, -2.064, -3.536], [-7.279, -1.560, -2.738], [-6.802, -2.281, -1.645], [-5.742, -1.836, -0.875], [-5.294, -2.689, 0.277], [-5.132, -0.614, -1.236], [-3.450, -0.022, -0.202], [-5.580, 0.137, -2.346], [-4.966, 1.418, -2.838], [-6.660, -0.362, -3.066], [-8.508, -3.150, -3.500], [-8.371, -1.751, -4.576], [-9.374, -1.663, -3.134], [-7.276, -3.220, -1.388], [-6.111, -3.328, 0.606], [-4.961, -2.104, 1.135], [-4.468, -3.342, -0.013], [-4.017, 1.670, -2.368], [-5.644, 2.256, -2.677], [-4.797, 1.353, -3.913], [-7.015, 0.200, -3.922], [-4.171, 5.589, 0.281], [-3.685, 4.368, -0.272], [-3.413, 4.266, -1.675], [-2.395, 3.819, 0.578], [-2.601, 2.649, 1.111], [-1.736, 1.972, 1.731], [-3.998, 2.108, 0.917], [-4.611, 1.030, 1.615], [-6.024, 0.898, 1.462], [-6.740, 1.786, 0.711], [-6.119, 2.907, 0.093], [-4.771, 3.036, 0.201], [-4.116, 0.578, 2.465], [-6.530, 0.101, 1.989], [-7.814, 1.681, 0.642], [-6.717, 3.651, -0.416], [1.687, -2.551, -1.880], [1.564, -1.038, -1.993], [0.146, -0.553, -1.715], [-0.113, 0.896, -2.099], [1.079, 2.303, -1.450], [3.034, 2.433, -1.271], [3.576, 3.279, -2.434], [3.209, 2.718, -3.803], [3.885, 1.390, -4.113], [2.715, -2.881, -2.028], [1.068, -3.045, -2.629], [1.365, -2.905, -0.899], [1.856, -0.724, -2.999], [2.258, -0.556, -1.295], [-0.095, -0.708, -0.653], [-0.551, -1.179, -2.282], [-1.095, 1.245, -1.771], [-0.099, 1.002, -3.190], [0.418, 3.680, -1.541], [3.477, 1.438, -1.238], [3.218, 2.930, -0.317], [4.663, 3.350, -2.353], [3.188, 4.296, -2.337], [3.460, 3.449, -4.572], [2.113, 2.603, -3.875], [4.969, 1.492, -4.037], [3.658, 1.056, -5.125], [3.580, 0.597, -3.429]], "mulliken_charge": [1.263, -0.500, -0.185, 0.464, -0.341, -0.348, 1.225, -0.581, -0.779, 0.302, 0.244, 0.206, 0.185, 0.197, 0.017, 0.725, -1.043, -0.408, -0.494, -0.778, 0.577, -0.577, -0.169, 0.977, -0.982, -0.658, 0.370, -1.025, -0.500, 0.171, 0.386, 0.392, 0.396, 0.443, 0.340, 0.475, 0.756, 0.632, -1.569, 0.504, -0.660, 0.682, -1.855, 0.441, 0.685, 0.693, -1.619, -0.837, 0.389, 0.399, 0.311, 0.439, 0.437, 0.326, 0.340, -0.064, 0.285, 0.623, 0.492, -0.729, 1.275, -0.613, -0.462, -0.242, -0.238, 0.623, -0.011, -0.877, -0.538, -0.579, -0.280, 0.756, 0.447, 0.488, 0.559, -1.784, 0.547, 0.229, -0.303, -0.151, -0.552, -1.015, -0.140, -1.062, 0.427, 0.436, 0.280, 0.319, -0.301, -0.289, 0.493, -0.420, 0.704, 0.119, 0.386, 0.500, 0.441, 0.334, 0.411, 0.153, 0.349, 0.388, 0.100], "homo_energy_ev": -11.88, "lumo_energy_ev": -6.381, "relative_energy_kcal_mol": 44.8, "charge": 2}

=====

{"formula": "C23H25N3O3", "method": "the ωB97M-V functional and the def2-TZVPD basis", "elements": ["C", "O", "C", "C", "C", "C", "C", "C", "C", "C", "O", "N", "C", "C", "N", "C", "C", "O", "C", "C", "C", "C", "C", "C", "C", "C", "N", "C", "C", "H", "H", "H", "H", "H", "H", "H", "H", "H", "H", "H", "H", "H", "H", "H", "H", "H", "H", "H", "H", "H", "H", "H", "H", "H"], "coordinates": [[-4.671, 2.658, 4.178], [-4.238, 3.445, 3.095], [-3.348, 2.914, 2.216], [-2.968, 3.742, 1.155], [-2.075, 3.298, 0.210], [-1.534, 2.011, 0.279], [-0.586, 1.576, -0.752], [-0.368, 0.204, -1.023], [0.541, -0.173, -1.980], [0.768, -1.627, -2.259], [0.880, -2.104, -3.372], [0.814, -2.374, -1.134], [1.070, -3.793, -1.121], [2.008, -4.114, 0.046], [1.542, -3.454, 1.256], [2.585, -3.284, 2.254], [2.032, -2.447, 3.409], [0.907, -3.058, 3.995], [-0.100, -3.261, 3.034], [0.401, -4.117, 1.870], [1.231, 0.835, -2.703], [2.181, 0.578, -3.710], [2.794, 1.612, -4.362], [2.493, 2.944, -4.036], [1.580, 3.229, -3.061], [0.927, 2.187, -2.369], [0.044, 2.519, -1.414], [-1.907, 1.199, 1.345], [-2.801, 1.638, 2.305], [-5.378, 3.278, 4.728], [-5.178, 1.749, 3.837], [-3.840, 2.387, 4.837], [-3.394, 4.731, 1.102], [-1.777, 3.934, -0.608], [-0.953, -0.541, -0.505], [0.812, -1.947, -0.219], [1.522, -4.070, -2.076], [0.125, -4.342, -1.023], [2.093, -5.206, 0.168], [2.999, -3.717, -0.183], [3.430, -2.761, 1.801], [2.935, -4.255, 2.645], [2.775, -2.346, 4.201], [1.761, -1.449, 3.032], [-0.923, -3.756, 3.551], [-0.444, -2.290, 2.645], [-0.396, -4.227, 1.135], [0.676, -5.118, 2.248], [2.400, -0.446, -3.970], [3.517, 1.408, -5.138], [2.991, 3.744, -4.566], [1.333, 4.244, -2.790], [-1.485, 0.211, 1.455], [-3.059, 0.979, 3.119]], "nbo_charge": [-0.252, -0.488, 0.312, -0.257, -0.161, -0.041, 0.197, -0.243, -0.066, 0.653, -0.619, -0.619, -0.230, -0.218, -0.465, -0.247, -0.073, -0.519, -0.070, -0.258, -0.019, -0.190, -0.217, -0.197, -0.201, 0.147, -0.418, -0.183, -0.307, 0.202, 0.176, 0.176, 0.225, 0.236, 0.218, 0.421, 0.238, 0.186, 0.181, 0.204, 0.208, 0.171, 0.198, 0.165, 0.197, 0.158, 0.206, 0.175, 0.238, 0.214, 0.214, 0.224, 0.202, 0.217], "homo_energy_ev": -8.06, "smiles": "COc1ccc(-c2cc(C(=O)NCCN3CCOCC3)c3ccccc3n2)cc1", "lumo_energy_ev": 0.013, "relative_energy_kcal_mol": 59.9}

=====

{"formula": "C4H2F4O", "method": "the ωB97M-V functional and the def2-TZVPD basis", "elements": ["C", "C", "C", "C", "O", "F", "F", "F", "F", "H", "H"], "coordinates": [[1.425, 0.954, -0.629], [0.497, 0.206, 0.417], [-1.800, -1.025, 0.979], [-0.949, -0.216, -0.061], [1.650, 2.115, -0.561], [1.167, -0.931, 0.779], [-1.743, -2.284, 0.704], [-0.844, -0.852, -1.258], [-1.628, 0.933, -0.305], [1.849, 0.263, -1.373], [0.377, 0.836, 1.308]], "nbo_charge": [0.422, 0.060, 0.433, 0.473, -0.455, -0.339, -0.276, -0.330, -0.317, 0.132, 0.198], "homo_energy_ev": [-10.29, -10.29], "lumo_energy_ev": [-1.397, -1.398], "relative_energy_kcal_mol": 22.7}

=====

{"formula": "C32H44BrCaN3P2", "method": "the ωB97M-V functional and the def2-TZVPD basis", "elements": ["C", "C", "C", "C", "N", "C", "C", "C", "C", "C", "C", "C", "C", "C", "Ca", "P", "H", "H", "H", "H", "H", "H", "H", "H", "C", "C", "H", "H", "H", "H", "H", "C", "C", "H", "H", "H", "H", "H", "C", "C", "H", "H", "H", "H", "H", "Br", "P", "C", "C", "H", "H", "H", "H", "H", "C", "C", "H", "H", "H", "H", "H", "C", "C", "H", "H", "H", "H", "H", "N", "C", "N", "C", "C", "C", "C", "C", "C", "H", "H", "H", "H", "H", "H"], "coordinates": [[-0.717, 7.202, -6.021], [-0.952, 5.829, -6.243], [-1.198, 5.434, -7.578], [-1.217, 6.408, -8.580], [-1.008, 7.688, -8.336], [-0.761, 8.085, -7.103], [-0.900, 4.879, -5.144], [-0.776, 4.052, -4.243], [-0.468, 3.043, -3.275], [0.674, 3.154, -2.474], [1.136, 2.060, -1.751], [0.604, 0.751, -1.817], [-0.492, 0.644, -2.776], [-1.151, 1.798, -3.235], [-2.052, 0.189, -0.918], [1.733, -0.750, -1.376], [-1.360, 4.399, -7.868], [-0.488, 7.605, -5.038], [-1.405, 6.144, -9.614], [-0.587, 9.144, -6.958], [-2.095, 1.795, -3.782], [1.239, 4.089, -2.420], [-0.657, -0.357, -3.235], [2.048, 2.218, -1.177], [2.274, -2.328, -0.456], [3.140, -3.386, -1.154], [1.341, -2.811, -0.138], [2.795, -1.997, 0.457], [3.306, -4.238, -0.469], [2.640, -3.796, -2.045], [4.137, -3.011, -1.441], [1.926, -1.300, -3.131], [2.956, -0.479, -3.868], [0.952, -1.174, -3.632], [2.125, -2.378, -3.140], [2.847, -0.658, -4.941], [2.820, 0.593, -3.694], [3.974, -0.751, -3.586], [3.257, 0.207, -0.862], [4.629, -0.458, -0.814], [3.004, 0.561, 0.157], [3.401, 1.086, -1.509], [5.361, 0.319, -0.549], [4.699, -1.258, -0.071], [4.917, -0.830, -1.804], [-0.979, -2.085, 0.105], [-2.564, -3.258, -3.969], [-0.713, -3.448, -3.976], [-0.300, -4.897, -4.257], [-0.345, -3.101, -3.001], [-0.328, -2.773, -4.755], [0.768, -4.925, -4.514], [-0.465, -5.531, -3.373], [-0.870, -5.301, -5.108], [-3.090, -2.937, -2.230], [-4.414, -3.655, -1.988], [-3.187, -1.847, -2.078], [-2.293, -3.305, -1.572], [-4.564, -3.798, -0.912], [-5.241, -3.041, -2.375], [-4.423, -4.641, -2.483], [-2.782, -1.605, -4.753], [-3.029, -1.728, -6.261], [-1.892, -0.990, -4.577], [-3.637, -1.129, -4.251], [-3.423, -0.772, -6.636], [-2.092, -1.951, -6.796], [-3.764, -2.520, -6.466], [-3.854, 2.162, 1.967], [-3.250, 1.650, 0.883], [-2.096, 1.039, 1.236], [-1.935, 1.208, 2.615], [-0.987, 0.711, 3.513], [-1.230, 0.925, 4.883], [-2.377, 1.597, 5.337], [-3.303, 2.115, 4.420], [-3.057, 1.908, 3.082], [-4.750, 2.650, 1.972], [-3.691, 1.731, -0.149], [-0.128, 0.172, 3.098], [-0.516, 0.541, 5.613], [-2.533, 1.706, 6.411], [-4.203, 2.644, 4.706]], "mulliken_charge": [-0.416, 0.673, -0.381, -0.367, -0.536, -0.355, 0.075, -1.111, 0.623, -0.838, -1.281, 1.630, -1.778, 0.957, 1.490, 1.566, 0.404, 0.403, 0.391, 0.387, 0.628, 0.505, -0.633, 0.653, -0.423, -1.254, 0.320, 0.607, 0.405, 0.316, 0.263, 0.478, -1.668, -0.310, 0.149, 0.462, 0.266, 0.346, -1.103, -1.366, 0.664, 0.518, 0.426, 0.354, 0.204, -0.582, -0.130, 0.802, -1.504, -0.588, 0.341, 0.389, 0.342, 0.409, 0.997, -1.416, -0.763, 0.178, 0.387, 0.353, 0.378, 0.265, -1.370, -0.273, 0.460, 0.399, 0.300, 0.377, 0.142, -0.402, -0.277, 0.343, -0.680, -0.562, -0.492, -0.848, 0.529, 0.256, 0.290, 0.421, 0.389, 0.400, 0.399], "homo_energy_ev": -12.66, "lumo_energy_ev": -6.587, "relative_energy_kcal_mol": 26.5, "charge": 2}

=====

{"formula": "C4H9NO", "method": "the ωB97M-V functional and the def2-TZVPD basis", "elements": ["C", "N", "C", "C", "C", "O", "H", "H", "H", "H", "H", "H", "H", "H", "H"], "coordinates": [[-1.227, -0.807, 0.384], [-0.320, 0.324, 0.294], [-0.961, 1.444, -0.382], [0.998, 0.025, -0.248], [1.928, -0.867, 0.522], [2.779, -1.405, -0.157], [-1.467, -1.232, -0.606], [-2.168, -0.490, 0.854], [-0.802, -1.595, 1.015], [-1.912, 1.689, 0.109], [-0.325, 2.335, -0.328], [-1.175, 1.225, -1.443], [1.502, 0.978, -0.432], [1.290, -0.554, -1.184], [1.860, -1.071, 1.602]], "nbo_charge": [-0.413, -0.432, -0.408, -0.358, 0.421, -0.532, 0.170, 0.203, 0.199, 0.202, 0.201, 0.169, 0.229, 0.218, 0.131], "homo_energy_ev": -8.95, "smiles": "CN(C)CC=O", "lumo_energy_ev": 0.993, "relative_energy_kcal_mol": 53.1}

=====

Record order is preserved below.
Total energy: -142116.9418, -34869.8739, -17093.5306, -145411.6630, -7830.0188 eV